A molecular structure, C54H48F3N3O6ReS4Si in a non-equilibrium geometry. Source: the OMol25 dataset; level of theory: ωB97M-V/def2-TZVPD.

Values from the calculation:
LUMO energy (alpha / beta) ... -0.053 / -0.055 Ha
ΔE to the lowest compared entry with this formula, charge and spin ... 134.3 kcal per mole
Spin multiplicity ... 2
Orbital gap (alpha / beta) ... 5.8 / 5.7 eV
<S²> ... 0.7579

Each line ends with the Löwdin spin population.
CARTESIAN COORDINATES (ANGSTROEM)
C (3.203, 4.165, -0.221)  -0.001
H (-4.965, -0.785, 2.022)  0.000
C (-6.361, 4.306, 2.725)  0.000
N (2.090, -0.483, -1.595)  0.000
C (0.606, -3.088, -3.944)  0.000
H (-4.739, -0.990, 6.778)  0.000
C (-1.656, -0.097, -2.759)  -0.002
H (4.013, -2.096, -2.481)  0.000
C (-4.041, 3.430, 3.154)  0.000
H (-0.342, -3.377, -4.380)  0.000
H (-5.499, -0.910, 4.461)  0.000
H (-7.224, 3.899, 2.200)  0.000
C (2.644, 2.966, 0.168)  0.014
C (5.490, -1.778, -0.126)  0.000
C (-3.735, 2.728, 0.487)  -0.001
C (0.011, 4.191, -4.805)  0.000
O (0.316, -5.819, -4.986)  0.000
C (-1.412, -3.297, 3.518)  0.000
H (-6.518, 4.143, 3.790)  0.000
O (0.143, -0.934, 0.450)  0.254
C (1.407, -0.965, 2.857)  -0.002
H (-2.598, -4.970, 4.044)  0.000
C (-0.558, -5.185, 4.746)  0.000
H (3.843, -4.013, -4.005)  0.000
C (0.692, -2.003, -3.086)  0.000
C (-4.915, 3.308, 0.922)  0.000
C (2.216, -2.804, 4.171)  -0.001
H (-2.047, 2.684, 3.428)  0.000
C (3.262, -0.488, 0.979)  -0.001
C (-3.512, -0.661, 3.623)  -0.002
F (-3.598, -3.004, -5.135)  0.000
C (-4.021, -0.870, 5.977)  -0.002
C (2.859, 5.239, -4.848)  0.000
C (-5.089, 3.650, 2.261)  0.000
H (2.616, 5.792, -5.757)  0.000
C (-3.921, -0.651, 2.278)  0.005
C (-1.617, -4.516, 4.091)  0.000
C (-1.171, -0.461, 2.856)  -0.001
H (0.352, 3.205, -5.121)  0.000
C (2.959, -3.450, -3.734)  0.000
H (-3.391, -0.083, 0.304)  0.000
C (-4.026, -2.786, -3.888)  0.000
H (1.436, 7.312, -2.766)  0.000
C (1.296, 2.947, -1.734)  0.019
H (2.839, -0.688, -0.794)  0.001
C (-1.522, -1.797, -1.235)  -0.002
C (0.681, 6.755, -3.324)  0.000
H (6.554, 0.013, 0.386)  0.000
H (2.169, -2.289, 0.407)  0.001
N (-1.087, -0.591, -1.636)  -0.006
H (-0.912, 4.085, -4.235)  0.000
H (-0.672, -0.542, 5.527)  0.000
H (-2.993, -0.319, -4.405)  0.000
C (1.736, -3.816, -4.269)  0.000
H (7.520, -2.453, 0.023)  0.000
C (-2.458, -2.541, -1.930)  0.000
F (-5.175, -2.087, -3.976)  0.000
H (1.496, -5.141, 5.254)  0.000
C (-2.856, 2.852, 2.730)  -0.001
H (3.464, -1.259, 3.436)  0.000
Si (1.323, 5.056, -3.792)  -0.001
H (3.638, 5.780, -4.306)  0.000
H (-1.301, 0.886, -3.050)  0.000
F (-4.318, -3.969, -3.343)  0.000
H (-2.752, -3.511, -1.556)  0.000
O (2.641, 1.333, 2.674)  -0.003
H (4.140, -3.405, -0.492)  0.000
C (4.495, 0.139, 0.948)  0.000
C (-1.723, -0.621, 5.277)  -0.001
C (0.076, -1.333, 3.025)  0.001
H (-0.171, -1.399, -2.845)  0.000
H (-3.612, 2.468, -0.558)  0.000
H (3.036, -3.320, 4.653)  0.000
S (1.596, -5.242, -5.364)  0.000
H (6.481, -3.523, -0.911)  0.000
C (6.696, -2.479, -0.690)  0.000
H (-0.194, 4.791, -5.695)  0.000
O (1.630, -4.639, -6.684)  0.000
C (1.905, -1.663, -2.490)  0.000
H (2.955, 2.501, 1.088)  0.001
O (-0.205, 2.314, 1.862)  -0.002
O (2.755, -6.048, -5.025)  0.000
C (0.680, -4.618, 4.772)  0.000
S (-1.192, 1.725, 0.913)  0.005
C (-3.018, -0.315, 1.297)  0.001
C (-1.694, 0.004, 1.633)  0.034
H (-6.319, 5.382, 2.545)  0.000
C (0.917, -3.357, 4.168)  0.000
H (-2.243, -2.837, 3.001)  0.000
C (2.787, 4.755, -1.399)  0.017
C (-4.442, -0.824, 4.684)  0.001
H (-0.212, 6.662, -2.705)  0.000
H (-2.305, -0.803, 7.304)  0.000
H (7.021, -1.995, -1.612)  0.000
C (1.813, 4.157, -2.195)  -0.001
S (0.074, 1.920, -2.472)  0.015
H (4.609, 1.124, 1.378)  0.000
C (5.598, -0.496, 0.389)  0.000
H (-0.726, -6.149, 5.209)  0.000
H (3.957, 4.628, 0.400)  0.000
C (-2.592, -0.770, -3.508)  0.000
H (-1.089, -2.169, -0.321)  0.000
C (-3.001, -2.024, -3.086)  -0.001
S (1.907, 0.394, 1.794)  -0.005
C (-2.639, -0.765, 6.275)  0.001
H (-5.708, 3.498, 0.209)  0.000
C (-2.724, 2.486, 1.403)  -0.002
H (-4.143, 3.710, 4.195)  0.000
C (3.116, -1.765, 0.391)  0.000
N (1.704, 2.366, -0.575)  0.004
H (0.430, 7.313, -4.228)  0.000
C (-0.149, -2.643, 3.563)  -0.001
C (-2.125, -0.556, 3.915)  0.003
H (3.245, 4.256, -5.124)  0.000
C (4.241, -2.397, -0.112)  0.001
C (2.455, -1.646, 3.495)  0.000
H (2.622, 0.188, -2.153)  0.003
H (3.226, 5.698, -1.707)  0.001
C (3.042, -2.372, -2.866)  0.000
Re (0.501, 0.535, -0.475)  0.657


A molecular structure, C54H50Cl2FN6O2S2Sn in a non-equilibrium geometry. Source: the OMol25 dataset; level of theory: ωB97M-V/def2-TZVPD.

Values from the calculation:
LUMO energy ... 0.071 Ha
ΔE to the lowest compared entry with this formula, charge and spin ... 40.5 kcal per mole
Spin multiplicity ... 1
Orbital gap ... 6.2 eV
Total charge ... -1

Each line ends with the Mulliken charge.
CARTESIAN COORDINATES (ANGSTROEM)
H (5.203, 2.421, -0.159)  0.441
H (-5.339, -0.760, -4.007)  0.466
C (-1.798, 2.469, 4.594)  -0.043
H (-5.880, -1.696, -0.975)  0.365
C (1.609, 2.800, 2.684)  -0.705
C (-1.974, 4.727, 2.735)  -1.523
H (-5.286, -0.471, -6.465)  0.379
C (-1.418, -0.103, 3.571)  -0.274
C (2.587, 3.924, 4.650)  -0.582
C (-2.808, -0.351, -0.579)  0.667
H (3.111, -1.850, 4.650)  0.470
H (-3.450, -1.971, 3.187)  0.267
C (4.646, 0.356, -0.058)  0.099
H (-3.398, 4.826, -0.726)  0.286
C (5.582, -1.073, -1.750)  -0.320
C (-5.047, -1.192, -0.502)  -1.180
C (-4.092, 3.397, 2.516)  -1.668
S (2.313, -1.950, -0.918)  0.750
C (2.714, 1.519, 4.541)  0.465
H (-4.503, 4.192, 1.885)  0.389
C (-1.027, 0.909, -3.495)  -0.159
C (2.968, 2.737, 5.207)  0.636
N (-1.753, 0.756, 1.286)  1.241
H (3.427, 1.328, -3.487)  0.434
H (3.575, 0.184, 6.000)  0.404
C (2.931, -5.390, -1.864)  -0.345
C (1.711, -3.652, -0.501)  -1.112
C (-1.312, -1.605, 3.260)  0.466
H (-3.727, -1.342, -2.212)  0.886
N (1.390, 1.102, -3.432)  -0.345
C (-2.168, 0.616, -5.705)  -0.318
H (5.680, -2.056, -2.200)  0.362
H (-0.917, -0.621, 5.586)  0.449
C (1.167, -5.055, -3.974)  -0.771
C (3.952, -2.043, -0.093)  -0.879
H (-1.275, 1.008, -6.181)  0.497
H (1.881, -2.107, -5.521)  0.427
H (-2.252, 5.459, 1.973)  0.434
C (-4.419, -0.216, -5.867)  -0.510
H (2.260, -4.035, 0.359)  0.636
C (0.478, -0.791, -4.564)  -0.620
H (-2.494, -3.395, 3.635)  0.421
C (-1.994, 2.240, 3.237)  0.268
H (3.619, -5.530, -1.035)  0.362
C (-1.735, 0.959, 2.690)  -0.108
H (-1.181, 1.653, 6.488)  0.393
C (3.089, 0.251, 5.035)  -1.143
C (2.835, -0.426, -4.584)  -0.478
C (-3.854, -0.990, -1.194)  -0.928
C (-2.585, -2.310, 3.762)  -1.493
C (6.120, 1.271, -1.725)  -0.478
H (-6.035, -0.897, 1.377)  0.419
H (-0.589, -3.092, 1.882)  0.734
C (0.979, -4.353, -2.794)  0.119
C (1.926, 3.951, 3.418)  0.710
C (3.125, -6.091, -3.048)  -0.722
H (1.977, -1.586, 2.430)  0.630
H (0.668, -3.475, -0.231)  0.279
C (0.327, 0.385, -3.822)  0.667
C (-1.374, 1.457, 5.439)  -1.261
C (2.836, -0.865, 4.291)  -1.501
H (0.469, -4.923, -4.792)  0.443
H (6.871, -0.124, -3.176)  0.389
H (-4.222, 3.749, -1.804)  0.226
H (-4.389, 3.591, 3.553)  0.343
C (-4.058, -0.088, 1.411)  -1.530
C (2.199, -0.717, 3.044)  -0.526
N (-2.325, 2.354, -2.352)  -0.864
C (-2.253, 3.353, -1.506)  0.209
O (1.505, -0.983, -0.124)  -0.528
H (-0.397, -1.366, -4.836)  0.582
C (-2.833, 0.145, 0.738)  0.589
H (-0.885, 4.683, 2.760)  -0.005
H (-4.539, 2.453, 2.199)  0.316
H (-0.309, -1.428, 1.316)  -0.008
H (-1.923, -2.140, 1.235)  0.351
C (-3.347, -0.022, -3.719)  0.238
S (-0.829, 3.980, -0.733)  -0.578
H (2.804, 4.856, 5.153)  0.468
C (2.049, 1.556, 3.285)  -0.263
C (2.598, 0.704, -3.812)  -0.405
N (-3.445, 3.937, -1.190)  -0.346
C (4.774, -0.909, -0.627)  -0.035
C (-3.272, 0.277, -6.476)  -0.832
C (-5.125, -0.737, 0.808)  -1.083
H (4.377, -3.025, -0.311)  0.654
C (2.248, -5.919, -4.108)  -0.444
C (-1.013, -2.082, 1.831)  -1.917
H (-2.329, 3.145, 1.351)  -1.598
H (-0.490, -1.962, 3.882)  0.688
H (-1.976, 3.459, 4.999)  0.266
H (-3.241, 0.408, -7.552)  0.377
F (-1.638, -0.229, -1.271)  0.418
H (-3.377, -0.127, -2.642)  0.702
H (0.143, -3.665, -2.696)  0.397
N (-1.115, 1.780, -2.558)  0.144
H (3.968, -6.764, -3.145)  0.385
H (-2.769, -2.099, 4.817)  0.390
C (-2.195, 0.477, -4.319)  -0.011
Cl (1.488, 5.500, 2.757)  -0.266
H (2.403, -6.456, -5.036)  0.376
C (1.862, -4.511, -1.725)  0.246
O (1.006, 2.851, 1.556)  -0.695
H (-4.135, 0.252, 2.436)  0.821
C (5.318, 1.441, -0.605)  -0.600
N (1.814, 0.436, 2.565)  1.069
H (6.635, 2.120, -2.158)  0.382
Cl (3.804, 2.746, 6.747)  -0.322
C (-1.220, 0.186, 4.923)  -0.296
C (-2.563, 3.361, 2.389)  2.524
H (3.736, -1.924, 0.966)  0.220
H (-2.339, 5.090, 3.702)  0.415
Sn (0.082, 1.508, -0.044)  1.487
C (6.253, 0.011, -2.297)  -0.613
C (-4.448, -0.372, -4.487)  -0.964
H (3.844, -0.692, -4.877)  0.422
H (4.000, 0.492, 0.804)  0.302
C (1.745, -1.198, -4.946)  -0.568


Question: Look up the spin multiplicity of the first one.
Answer: 2


Question: Among the records above, which one has the lowest ΔE to the lowest compared entry with this formula, charge and spin?
Answer: C54H50Cl2FN6O2S2Sn